Entry from the OMol25 dataset: an isolated molecule of C6H10 at a distorted geometry (ωB97M-V/def2-TZVPD).

XYZ file:
```
16
Properties=species:S:1:pos:R:3
C 0.85906 -0.93992 -0.88365
C 0.79176 -0.11932 0.44950
C 1.92604 0.59573 0.73607
C -0.61490 1.03567 0.22589
C -1.97679 0.75574 -0.09699
C -2.63139 -0.37992 -0.09348
H -0.09197 -1.05757 -1.38151
H 1.44721 -1.83548 -0.73029
H 1.46673 -0.22089 -1.43907
H 2.39261 0.42659 1.69774
H 2.51540 0.97238 -0.09151
H -0.53331 1.73414 1.05206
H -0.26731 1.58839 -0.65396
H 0.53378 -0.77398 1.28476
H -2.12911 -1.29815 0.20955
H -3.68780 -0.48343 -0.28511
```

Relative energy (zero: lowest compared OMol25 entry of this formula, charge and spin) (eV): 5.784
Max |F| (eV Å⁻¹): 4.37
Charge: 0
Gap between HOMO and LUMO (eV): 6.38

The Mulliken scheme yields these atomic charges, measured in e: -1.18, 0.23, -0.84, -0.51, -0.07, -0.73, 0.37, 0.32, 0.33, 0.28, 0.30, 0.41, 0.26, 0.33, 0.23, 0.27

Entry from the OMol25 dataset: an isolated molecule of C6H10 (ωB97M-V/def2-TZVPD).

XYZ file:
```
16
Properties=species:S:1:pos:R:3
C 0.10708 1.55216 -0.01084
C 1.19525 0.89023 -0.40520
C 1.26323 -0.61388 -0.54336
C -0.08784 -1.30625 -0.29467
C -0.89070 -0.59410 0.79465
C -1.16555 0.86326 0.39640
H 0.05786 2.63879 -0.06542
H 2.09154 1.44447 -0.68287
H 2.03904 -1.01618 0.12527
H 1.60571 -0.85993 -1.55774
H -0.69013 -1.29928 -1.21286
H 0.08155 -2.36022 -0.03856
H -0.29548 -0.58596 1.71910
H -1.81063 -1.14491 1.03013
H -1.66657 1.39737 1.21505
H -1.83436 0.99443 -0.46907
```

SMILES: C1=CCCCC1
Relative energy (zero: lowest compared OMol25 entry of this formula, charge and spin) (eV): 0.043
Max |F| (eV Å⁻¹): 0.58
Charge: 0
Gap between HOMO and LUMO (eV): 10.25

The Mulliken scheme yields these atomic charges, measured in e: -0.33, -0.35, -0.55, -0.65, -0.67, -0.60, 0.34, 0.35, 0.29, 0.33, 0.30, 0.31, 0.28, 0.33, 0.34, 0.29

Entry from the OMol25 dataset: an isolated molecule of C6H10 at a distorted geometry (ωB97M-V/def2-TZVPD).

XYZ file:
```
16
Properties=species:S:1:pos:R:3
C 0.85336 -1.54635 -0.56001
C -0.30528 -0.58526 -0.50844
C -1.03608 -0.31705 0.82897
C -0.87141 1.20427 0.64019
C 0.59629 1.48506 0.58177
C 0.10581 0.86790 -0.65045
H 0.53134 -2.56230 -0.33124
H 1.30985 -1.52654 -1.55577
H 1.61945 -1.24844 0.16574
H -1.06794 -0.85029 -1.25252
H -2.06845 -0.67178 0.88363
H -0.50439 -0.72013 1.70404
H -1.41744 1.63862 -0.18322
H 1.25839 0.85425 1.16711
H 0.87834 2.52970 0.54786
H 0.16296 1.41920 -1.59335
```

SMILES: C[C@H]1C[C@H]2C[C@H]21
Relative energy (zero: lowest compared OMol25 entry of this formula, charge and spin) (eV): 2.762
Max |F| (eV Å⁻¹): 2.23
Charge: 0
Gap between HOMO and LUMO (eV): 9.32

The Mulliken scheme yields these atomic charges, measured in e: -1.37, 0.32, -0.77, -0.24, -0.65, -0.29, 0.38, 0.35, 0.27, 0.32, 0.30, 0.28, 0.30, 0.15, 0.26, 0.40

Entry from the OMol25 dataset: an isolated molecule of C6H10 at a distorted geometry (ωB97M-V/def2-TZVPD).

XYZ file:
```
16
Properties=species:S:1:pos:R:3
C 1.17809 -0.37384 1.75880
C 1.19686 -0.82156 0.51423
C 0.25543 -0.26230 -0.51875
C 0.80431 0.30145 -1.58659
C -1.23047 -0.23089 -0.27249
C -1.72574 1.15440 0.13259
H 1.88256 -0.66592 2.51783
H 0.48617 0.38608 2.10508
H 1.83897 -1.61256 0.14485
H 1.89190 0.36350 -1.68883
H 0.30034 0.77997 -2.42606
H -1.77299 -0.69491 -1.09842
H -1.44608 -0.90963 0.56180
H -1.49070 1.36224 1.17125
H -2.80172 1.32713 0.03388
H -1.24222 1.92570 -0.46396
```

SMILES: C=CC(=C)CC
Relative energy (zero: lowest compared OMol25 entry of this formula, charge and spin) (eV): 1.233
Max |F| (eV Å⁻¹): 1.20
Charge: 0
Gap between HOMO and LUMO (eV): 10.25

The Mulliken scheme yields these atomic charges, measured in e: -0.63, -0.32, 0.50, -0.91, -0.64, -0.99, 0.29, 0.17, 0.36, 0.29, 0.31, 0.37, 0.31, 0.26, 0.33, 0.30

Entry from the OMol25 dataset: a structure of composition C6H10 (ωB97M-V/def2-TZVPD).

XYZ file:
```
16
Properties=species:S:1:pos:R:3
C 3.00483 0.14498 0.39172
C 1.62934 -1.16658 -0.81079
C 0.40548 -0.73780 -0.26647
C -0.69485 -0.37944 0.11323
C -2.02885 0.06124 0.52648
C -2.81727 0.76678 -0.58252
H 2.64943 1.17672 0.39788
H 2.69346 -0.38018 1.28947
H 4.08530 0.07479 0.24319
H 2.59023 -0.26120 -0.68501
H 2.03590 -2.05489 -0.31521
H -1.91755 0.73009 1.39042
H -2.59012 -0.80651 0.89635
H -2.95776 0.10111 -1.43934
H -3.80352 1.07445 -0.21852
H -2.28406 1.65642 -0.93086
```

Relative energy (zero: lowest compared OMol25 entry of this formula, charge and spin) (eV): 5.219
Max |F| (eV Å⁻¹): 0.46
Charge: 0
Gap between HOMO and LUMO (eV): 7.93

The Mulliken scheme yields these atomic charges, measured in e: -1.01, -1.19, 0.43, 0.38, -0.61, -1.06, 0.30, 0.28, 0.35, 0.36, 0.26, 0.29, 0.28, 0.31, 0.33, 0.30

Entry from the OMol25 dataset: an isolated molecule of C6H10 (ωB97M-V/def2-TZVPD).

XYZ file:
```
16
Properties=species:S:1:pos:R:3
C -1.22657 -1.40608 -0.45403
C -0.23143 -0.29290 -0.26900
C -0.61319 1.16582 0.00179
C 0.58350 1.28407 0.98861
C 0.94429 -0.16944 0.68975
C 1.17646 -0.33748 -0.78293
H -0.73965 -2.33332 -0.77527
H -1.96391 -1.13892 -1.22079
H -1.77329 -1.61333 0.47425
H -0.60516 1.82721 -0.87350
H -1.57943 1.26716 0.50620
H 0.25650 1.44851 2.01908
H 1.35157 2.02673 0.74197
H 1.30839 -0.89557 1.41217
H 1.52783 -1.32039 -1.08988
H 1.58407 0.48793 -1.36842
```

SMILES: C[C@@]12CC[C@@H]1C2
Relative energy (zero: lowest compared OMol25 entry of this formula, charge and spin) (eV): 1.223
Max |F| (eV Å⁻¹): 0.26
Charge: 0
Gap between HOMO and LUMO (eV): 10.49

The Mulliken scheme yields these atomic charges, measured in e: -1.42, 0.97, -0.72, -0.58, -0.32, -0.82, 0.36, 0.34, 0.29, 0.27, 0.30, 0.27, 0.26, 0.36, 0.27, 0.19

Entry from the OMol25 dataset: a cluster of 2 separate species, C6H10BNS in total at a distorted geometry (ωB97M-V/def2-TZVPD).

XYZ file:
```
19
Properties=species:S:1:pos:R:3
B 2.15734 -0.48323 -0.04230
C -2.58975 -0.94808 -0.12940
C -0.20736 -0.34083 0.06827
C -2.28114 0.40991 -0.22651
C 2.68140 1.03165 -0.01852
C 2.65799 -1.90783 -0.02883
C -3.26498 1.53695 0.10699
N -0.94844 0.67674 -0.09739
S -1.15773 -1.90221 0.00838
H -3.51286 -1.32718 -0.05531
H 2.95855 1.41977 -0.91214
H 3.50079 1.17196 0.81780
H 1.97233 1.75416 0.43307
H 2.88128 -2.05282 -1.00598
H 1.92865 -2.53233 0.41664
H 3.58118 -2.07322 0.38620
H -2.55997 2.45524 0.21716
H -3.83332 1.70784 -0.83836
H -3.96395 1.40351 0.90024
```

Relative energy (zero: lowest compared OMol25 entry of this formula, charge and spin) (eV): 3.367
Max |F| (eV Å⁻¹): 5.39
Charge: 0
Gap between HOMO and LUMO (eV): 8.42

The Mulliken scheme yields these atomic charges, measured in e: 0.26, -0.54, -0.02, 0.26, -0.97, -0.94, -0.99, -0.34, -0.21, 0.50, 0.40, 0.29, 0.31, 0.38, 0.28, 0.43, 0.28, 0.26, 0.35

Entry from the OMol25 dataset: a cluster of 2 separate species, C6H10Br2FN2O10P3S in total (ωB97M-V/def2-TZVPD).

XYZ file:
```
35
Properties=species:S:1:pos:R:3
N 0.76809 0.76430 1.43488
C 0.78027 -0.33473 0.52115
P 1.26683 -1.95622 1.53711
O -0.00376 -1.88288 2.59254
Br 2.85489 -1.13560 2.85217
C 1.83293 -0.24639 -0.65665
O 2.68113 -1.38518 -0.41587
N 3.50419 -1.70491 -1.60305
O 3.72428 -2.83042 -1.62556
P 3.13659 1.16663 -0.99071
O 4.22082 0.57456 0.08481
Br 2.59364 3.06788 0.05650
O 1.12911 -0.59377 -1.84812
C 0.04100 -1.34063 -1.46874
O -0.30799 -2.33098 -2.01815
C -0.55775 -0.62476 -0.26355
C -1.64445 -1.52047 0.35821
C -2.16179 -1.12325 1.71934
O -2.20864 -0.06108 2.21834
F -2.70074 -2.19775 2.33472
P -1.38963 0.84212 -1.11700
O -2.70230 1.21190 -0.27217
O -1.94872 0.14524 -2.45936
S -0.34999 2.38141 -1.49340
H 0.39041 0.49102 2.33480
H 0.23304 1.55621 1.09116
H 0.24454 -1.65953 3.49936
H 4.95484 1.20426 0.13933
H -2.52496 -1.50237 -0.29978
H -1.33642 -2.56795 0.38576
H -3.48351 0.66583 -0.42510
H -2.64631 -0.51463 -2.34608
O -2.59814 4.59010 -1.60143
H -2.50034 3.76915 -1.10445
H -3.29118 5.08293 -1.15100
```

SMILES: N[C@]1(P(O)Br)[C@](ON=O)(P(O)Br)OC(=O)[C@]1(CC(=O)F)P(O)(O)=S.O
Max |F| (eV Å⁻¹): 0.84
Charge: 0
Gap between HOMO and LUMO (eV): 8.46

The Mulliken scheme yields these atomic charges, measured in e: -0.08, 0.53, -0.03, -0.40, -0.21, 0.84, -0.33, 0.21, -0.30, -0.02, -0.45, -0.22, -0.44, -0.39, -0.56, 1.11, -1.40, 0.63, -0.44, -0.31, 0.69, -0.54, -0.67, -0.38, 0.38, 0.31, 0.31, 0.32, 0.52, 0.55, 0.40, 0.44, -0.61, 0.29, 0.27

Entry from the OMol25 dataset: the ion C6H10BrN4 with charge +1 at a distorted geometry (ωB97M-V/def2-TZVPD).

XYZ file:
```
21
Properties=species:S:1:pos:R:3
N 0.57192 2.38702 -0.23915
C -0.59462 1.75316 -0.09127
N -1.69019 2.48598 0.09133
C -0.61665 0.34426 -0.21313
C -2.01570 -0.62465 0.11474
Br -3.75857 0.00121 -0.03985
C -1.71125 -1.95550 0.40142
C -0.52765 -2.52283 0.07149
C 0.37733 -1.77433 -0.84463
N 0.50960 -0.40903 -0.34219
N 1.61474 -0.05456 0.44190
H 1.42454 1.84364 -0.25592
H 0.62342 3.39148 -0.20651
H -2.60393 2.06971 0.17022
H -1.61769 3.48796 0.13953
H -2.45167 -2.52584 0.94565
H -0.23024 -3.48008 0.46659
H 1.36771 -2.22640 -0.90153
H -0.03913 -1.71566 -1.85662
H 1.47947 -0.23366 1.43524
H 2.44958 -0.52736 0.11442
```

SMILES: NC(=[NH2+])C1=C(Br)C=CCN1N
Relative energy (zero: lowest compared OMol25 entry of this formula, charge and spin) (eV): 1.306
Max |F| (eV Å⁻¹): 6.16
Charge: +1
Gap between HOMO and LUMO (spin up / spin down) (eV): 6.81 / 7.05

The Mulliken scheme yields these atomic charges, measured in e: -0.33, 0.59, -0.20, 0.18, 0.06, -0.16, -0.22, -0.49, -0.67, 0.27, -0.74, 0.30, 0.18, -0.01, 0.23, 0.44, 0.45, 0.38, 0.26, 0.22, 0.25

Entry from the OMol25 dataset: a structure of composition C6H10BrOP at a distorted geometry (ωB97M-V/def2-TZVPD).

XYZ file:
```
19
Properties=species:S:1:pos:R:3
C 0.08536 -2.33967 -1.37129
C -0.16461 -2.80705 -0.16369
C 0.09782 -2.04149 1.10913
C 1.08615 -0.88321 0.91035
C -0.32371 2.17736 -0.26148
C -0.55133 0.91245 -1.08786
O 2.12391 0.30814 -1.34777
P 0.88548 -0.24041 -0.81428
Br -0.85994 -4.63058 -0.01402
H -0.15869 -2.77052 -2.31115
H -0.82949 -1.66768 1.45072
H 0.43388 -2.62985 1.89335
H 1.06587 -0.17461 1.59785
H 2.13253 -1.07832 0.74053
H -0.97435 3.15259 -0.42857
H -0.51847 1.96178 0.74022
H 0.62926 2.50703 -0.29956
H -0.56915 1.23887 -2.22324
H -1.53425 0.47302 -0.95037
```

Relative energy (zero: lowest compared OMol25 entry of this formula, charge and spin) (eV): 0.420
Max |F| (eV Å⁻¹): 5.25
Charge: 0
Gap between HOMO and LUMO (eV): 10.22

The Mulliken scheme yields these atomic charges, measured in e: -0.67, 0.27, -0.75, -0.95, -1.39, -0.32, -0.69, 0.64, -0.20, 0.45, 0.33, 0.51, 0.61, 0.33, 0.29, 0.39, 0.44, 0.30, 0.41

Among the records above, which one has the highest max |F|?
C6H10BrN4

Number 6 is which compound?
C6H10